Entry 1:
Entry from OMol25: a molecular structure, C36H94N2O12 in a non-equilibrium geometry (wB97M-V/def2-TZVPD).

The calculation puts the energy relative to the best compared isomer or geometry (same formula, charge and spin) at 29.2712 eV. The HOMO-LUMO gap is 0.317 Eh. The value obtained for the HOMO energy is -8.114 eV.

Structure (XYZ):
```
144
Properties=species:S:1:pos:R:3:mulliken_charge:R:1
C -3.78207 3.60025 0.30916 -0.491
O -4.20485 2.27114 0.84125 -0.417
C -3.63368 1.97566 2.10366 0.366
C -3.90403 0.56293 2.49563 -0.949
N -3.45697 -0.41007 1.50657 0.046
C -3.61662 -1.78803 2.00659 -0.693
C -2.36253 -2.15701 2.79963 0.190
O -2.59066 -3.32627 3.49416 -0.575
C -2.57171 -4.47355 2.74177 -0.154
H -2.79679 3.32752 -0.06888 0.222
H -3.72558 4.43004 1.01370 0.370
H -4.41075 3.91020 -0.52559 0.304
H -3.96694 2.73218 2.81410 0.597
H -2.54421 1.99213 2.07415 -0.265
H -4.98641 0.52170 2.61753 0.436
H -3.52098 0.40358 3.50358 0.500
H -3.74487 -0.17550 0.56731 0.024
H -3.91510 -2.49603 1.23346 0.035
H -4.49665 -1.76442 2.64930 0.489
H -1.92513 -1.50968 3.55972 0.242
H -1.48831 -2.24897 2.15512 0.146
H -2.30096 -5.32599 3.36479 0.359
H -1.77029 -4.48762 2.00311 -0.052
H -3.36465 -4.76780 2.05420 0.327
C 1.25681 -1.07043 -1.80272 0.442
O 1.41046 -2.48600 -1.53053 -0.433
C 0.38102 -3.24742 -2.20918 -0.140
C 0.75565 -4.67192 -2.00628 -1.587
N 0.54349 -5.30894 -0.77281 0.140
C 1.20575 -4.73023 0.37504 -0.015
C 0.64595 -5.30161 1.69864 -0.240
O 0.52317 -6.71874 1.57871 -0.493
C 1.81504 -7.43578 1.50265 -0.603
H 2.06159 -0.58988 -1.24640 -1.807
H 0.31537 -0.78162 -1.33541 -0.277
H 1.32700 -0.61777 -2.79179 0.405
H 0.41854 -2.94478 -3.25566 0.549
H -0.62972 -3.03196 -1.86267 -0.654
H 1.80048 -4.81668 -2.28097 0.513
H 0.10018 -5.13313 -2.74501 0.457
H 1.02101 -6.19771 -0.72624 0.240
H 1.06320 -3.64962 0.38364 -0.235
H 2.28775 -4.86198 0.37049 0.356
H -0.34803 -4.89963 1.89488 -0.579
H 1.21207 -5.03064 2.58980 0.532
H 1.98531 -7.33623 0.43065 0.199
H 1.81228 -8.52309 1.57914 0.307
H 2.58020 -6.89244 2.05708 0.294
C 5.39940 1.04470 -0.54618 -1.999
C 4.20610 1.19813 -1.53475 0.401
C 3.00391 0.28796 -1.09254 0.485
O 3.65431 2.44778 -1.53522 -0.642
H 6.11555 1.60196 -1.15007 0.549
H 5.63853 0.02374 -0.24860 0.375
H 5.40714 1.54954 0.41983 0.527
H 4.68602 0.97814 -2.48836 0.441
H 2.57015 0.68134 -0.17319 -0.097
H 3.35717 -0.74318 -1.08446 1.229
H 2.19410 0.28292 -1.82212 0.450
H 3.42098 2.78703 -0.66800 0.194
C 1.88271 1.82515 -4.45165 -1.926
C 1.09018 2.50197 -3.30111 -0.839
C 0.18815 1.36433 -2.70214 0.475
O 1.86236 3.23773 -2.40660 -0.256
H 1.10882 1.35531 -5.05865 0.433
H 2.69847 1.15497 -4.18059 0.185
H 2.20248 2.61797 -5.12787 0.458
H 0.39805 3.22260 -3.73669 1.178
H -0.67806 1.83447 -2.23656 -0.370
H 0.87222 0.78702 -2.08017 -3.275
H -0.12189 0.68042 -3.49223 1.528
H 2.51882 2.69991 -1.95780 0.098
C -3.37338 -4.77844 -2.37301 -1.599
C -2.60428 -3.66101 -1.64001 1.673
C -3.31249 -2.45145 -1.29493 -1.459
O -2.30385 -4.20783 -0.33246 -0.404
H -4.29986 -5.04091 -1.86228 0.359
H -2.70874 -5.63037 -2.51639 0.507
H -3.51933 -4.47585 -3.40995 0.376
H -1.72195 -3.28350 -2.15681 0.268
H -4.15081 -2.71717 -0.65095 0.696
H -3.68943 -1.90389 -2.15876 0.037
H -2.67304 -1.72553 -0.79268 0.030
H -1.90327 -5.06016 -0.51868 0.321
C 4.44947 2.50192 1.81789 -1.424
C 3.29956 3.45408 1.41241 1.618
C 3.62811 4.90476 1.36501 -1.677
O 2.70440 3.02457 0.20988 -0.022
H 5.32404 2.86802 1.28012 0.471
H 4.16175 1.52643 1.42580 0.321
H 4.58360 2.32625 2.88525 0.285
H 2.57487 3.41427 2.22563 0.371
H 4.00741 5.37563 2.27194 0.397
H 2.78291 5.45418 0.95043 0.517
H 4.36622 5.09577 0.58603 0.402
H 2.10309 2.35457 0.54322 -0.756
C 1.23958 4.89981 -0.47221 -1.465
C 0.23276 3.78222 -0.84852 1.202
C -0.98751 3.69648 -0.02061 -0.777
O 0.01595 3.94952 -2.21989 -0.775
H 0.86307 5.71865 0.14087 0.416
H 1.81164 5.31706 -1.30090 0.434
H 2.04722 4.39754 0.06028 -0.781
H 0.63661 2.78166 -0.69404 -1.136
H -1.59804 2.99420 -0.58821 -1.014
H -1.51883 4.63993 -0.14594 1.287
H -0.88443 3.42694 1.03049 0.222
H 0.85652 3.72636 -2.62640 0.821
C 0.76128 1.43252 0.50834 -5.912
C -0.57991 0.83447 0.74000 1.364
C -0.93199 -0.32442 -0.25294 -0.646
O -0.63733 0.32638 2.04046 -1.037
H 0.82667 2.48434 0.78669 4.052
H 1.03569 1.41392 -0.54640 1.691
H 1.59038 1.05286 1.10545 2.132
H -1.29025 1.64453 0.57469 -0.313
H -0.63638 -0.19061 -1.29352 0.294
H -1.99909 -0.52999 -0.33744 -0.517
H -0.29642 -1.14432 0.08159 1.391
H -1.49881 -0.09002 1.96252 -0.896
C 1.45308 1.09821 3.07617 0.462
C 1.54993 1.37767 4.56409 -0.170
C 3.03223 1.62925 5.07369 -0.860
O 0.62412 2.34253 5.07888 -0.605
H 1.88605 1.92993 2.52041 -0.608
H 0.40767 0.83182 2.92040 0.018
H 2.00535 0.18146 2.86960 0.328
H 1.21096 0.43730 4.99873 0.440
H 3.56352 2.11005 4.25231 -0.146
H 3.68012 0.75567 5.14574 0.317
H 2.98668 2.24618 5.97115 0.404
H 0.53422 2.17686 6.02019 0.403
C -3.21656 -0.20402 -3.46511 -0.451
C -3.71425 0.91577 -2.57080 -0.281
C -2.75841 1.38363 -1.53103 2.436
O -3.98566 2.06361 -3.44632 -0.590
H -3.39616 -1.18694 -3.02955 0.372
H -2.14830 -0.17010 -3.67904 -0.164
H -3.83138 -0.27977 -4.36197 0.462
H -4.62580 0.58329 -2.07417 0.586
H -1.81500 1.69257 -1.98118 -0.916
H -2.52847 0.51486 -0.91423 -0.788
H -3.14061 2.17544 -0.88677 -0.424
H -4.69617 1.85030 -4.05564 0.399
```

=====

Entry 2:
Entry from OMol25: 2 unconnected molecules or ions with the total composition C8HF6I in a non-equilibrium geometry (wB97M-V/def2-TZVPD).

The SMILES is FC(F)(F)C#CC#CI.C#CC(F)(F)F. The calculation puts the energy relative to the best compared isomer or geometry (same formula, charge and spin) at 2.9092 eV. The HOMO-LUMO gap is 0.348 Eh. The value obtained for the HOMO energy is -9.875 eV.

Structure (XYZ):
```
16
Properties=species:S:1:pos:R:3:mulliken_charge:R:1
F -1.62513 -3.75620 2.26706 -0.241
C -1.84164 -2.94165 1.15338 0.689
F -3.13547 -2.59960 1.13821 -0.222
F -1.75001 -3.88528 0.15244 -0.250
C -0.93589 -1.76206 1.09955 -0.226
C -0.56946 -0.63428 1.30435 0.602
C 0.11455 0.52457 1.46353 -0.438
C 0.41785 1.67833 1.70488 -0.211
I 1.18648 3.52599 1.92260 0.306
C 2.57641 2.00494 -0.97496 0.138
C 1.59795 1.56720 -1.51520 -0.577
C 0.41305 1.03027 -2.17061 0.737
F 0.27244 1.71451 -3.36914 -0.244
F 0.43645 -0.29479 -2.32344 -0.212
F -0.64051 1.36857 -1.39391 -0.217
H 3.48292 2.45948 -0.45874 0.367
```

=====

Entry 3:
Entry from OMol25: a molecular structure, C21H13F5LiN5O3S3 (wB97M-V/def2-TZVPD).

The total charge is -2. The calculation puts the energy relative to the best compared isomer or geometry (same formula, charge and spin) at 0.0000 eV. The HOMO-LUMO gap is 0.235 Eh. The value obtained for the HOMO energy is -1.749 eV.

Structure (XYZ):
```
51
Properties=species:S:1:pos:R:3:mulliken_charge:R:1
Li 0.70099 -1.03882 -0.92070 0.567
O 1.36960 -0.49017 0.68044 -0.359
N 2.31274 -0.62601 1.56635 0.117
C 1.94882 -0.54016 2.86830 -0.134
C 2.84263 -0.64895 3.89842 -0.798
C 4.18836 -0.86412 3.57547 -0.074
C 4.54887 -0.95712 2.25888 -0.767
C 3.62653 -0.84438 1.18490 0.100
S 4.06899 -0.96315 -0.44120 -0.431
H 0.88850 -0.38124 2.99328 0.418
H 2.49068 -0.57272 4.91747 0.377
H 4.93761 -0.95784 4.35304 0.331
H 5.57692 -1.12495 1.96956 0.344
N -3.62780 3.37787 -0.03262 -0.667
C -3.33439 1.99953 -0.11772 0.626
C -2.26359 1.46422 0.59984 -0.571
C -1.97595 0.11540 0.52670 -0.266
C -2.76016 -0.71991 -0.26142 -0.188
C -3.82677 -0.20097 -0.96912 -0.422
C -4.11705 1.15371 -0.89413 -0.595
S -2.37669 -2.44884 -0.35532 1.283
O -2.44811 -2.98050 0.99059 -0.736
O -3.27739 -3.03563 -1.32563 -0.764
N -0.86718 -2.31802 -0.88857 -0.374
C -0.05025 -3.38316 -0.93719 0.643
N -0.45025 -4.65398 -0.70144 -0.561
C 0.50014 -5.57293 -0.68917 -0.089
C 1.84440 -5.30493 -0.90408 -0.750
C 2.15158 -3.97947 -1.19433 -0.127
N 1.23353 -3.03858 -1.24539 -0.395
H -2.79070 3.92446 0.12467 0.258
H -4.06408 3.71306 -0.88044 0.323
H -1.63026 2.12170 1.18674 0.258
H -1.11433 -0.28762 1.04658 0.393
H -4.40658 -0.86241 -1.60015 0.457
H -4.93574 1.56650 -1.47479 0.261
H 0.16932 -6.59204 -0.49266 0.381
H 2.60164 -6.07508 -0.86405 0.340
H 3.16901 -3.64991 -1.38927 0.381
F 0.17513 6.26444 -0.07552 -0.357
C 0.05943 5.07264 -0.69558 0.728
C 1.03094 4.09872 -0.55170 0.071
F 2.10557 4.36119 0.20855 -0.352
C 0.89979 2.87456 -1.18039 0.342
F 1.88251 2.00626 -0.99363 -0.381
C -0.19970 2.53347 -1.98936 0.179
S -0.41991 0.98235 -2.71374 -0.363
C -1.13726 3.56853 -2.12576 0.388
F -2.22507 3.39753 -2.89661 -0.481
C -1.03068 4.79304 -1.49548 -0.160
F -1.99435 5.72442 -1.65257 -0.405
```

=====

Entry 4:
Entry from OMol25: a molecular structure, C2H7N3 in a non-equilibrium geometry (wB97M-V/def2-TZVPD).

The calculation puts the energy relative to the best compared isomer or geometry (same formula, charge and spin) at 3.8682 eV. The HOMO-LUMO gap is 0.336 Eh. The value obtained for the HOMO energy is -8.306 eV.

Structure (XYZ):
```
12
Properties=species:S:1:pos:R:3:mulliken_charge:R:1
C 1.17286 0.09088 1.15134 -0.855
C -1.11503 0.44127 0.15885 0.160
H 0.52713 0.35029 2.10949 0.248
H 2.03864 0.89554 1.20763 0.240
H 1.82989 -1.10284 1.16039 0.222
H 1.14362 -1.44032 -1.09438 0.260
H 2.10420 -0.07145 -0.77291 0.317
H -1.18588 0.91399 1.21424 0.153
H -2.97710 0.07987 -0.43373 0.241
N 0.34996 0.06511 0.00996 0.263
N 1.10861 -0.37660 -1.07560 -0.712
N -2.00535 -0.09107 -0.54176 -0.537
```